1.
102
Properties=species:S:1:pos:R:3 method="wB97M-V/def2-TZVPD" e_lumo_ev="-2.931 / -7.986" spin_multiplicity=2 homo_energy_ev="-11.2609 / -11.2609" gap_ha="0.3061 / 0.1203" total_charge=+1 energy_ha=-3765.44964
C 9.56 -14.60 -30.12
C 10.68 -15.69 -30.15
O 10.42 -16.79 -30.58
N 11.85 -15.37 -29.68
C 12.89 -16.37 -29.53
H 8.58 -14.99 -29.83
H 9.51 -14.19 -31.13
H 9.92 -13.81 -29.46
H 11.96 -14.48 -29.22
H 12.58 -17.40 -29.40
H 13.44 -16.05 -28.64
H 13.64 -16.14 -30.29
C 12.43 -13.73 -25.75
C 12.92 -13.44 -27.24
O 12.09 -13.07 -28.06
N 14.20 -13.66 -27.57
C 15.17 -14.22 -26.67
H 13.03 -13.23 -24.99
H 12.51 -14.81 -25.60
H 11.38 -13.45 -25.70
H 14.55 -13.25 -28.42
H 14.74 -15.09 -26.19
H 15.43 -13.50 -25.90
H 16.07 -14.41 -27.27
C 6.70 -14.35 -24.64
C 8.05 -14.99 -25.01
O 8.99 -14.58 -24.31
N 8.13 -15.83 -26.03
C 9.40 -16.35 -26.59
H 6.82 -13.30 -24.91
H 6.51 -14.47 -23.57
H 5.94 -14.81 -25.26
H 7.36 -15.86 -26.68
H 9.31 -16.61 -27.64
H 9.54 -17.29 -26.05
H 10.26 -15.70 -26.48
C 8.15 -17.52 -22.77
C 9.62 -17.53 -22.43
O 9.89 -18.29 -21.48
N 10.47 -16.77 -23.10
C 11.92 -16.68 -22.81
H 7.69 -18.41 -22.35
H 7.93 -17.61 -23.84
H 7.59 -16.67 -22.36
H 10.01 -16.16 -23.76
H 12.23 -15.65 -22.65
H 12.52 -17.12 -23.62
H 12.15 -17.21 -21.88
C 2.97 -14.54 -20.48
C 3.37 -15.83 -19.79
O 2.51 -16.56 -19.37
N 4.63 -16.25 -19.76
C 5.81 -15.73 -20.39
H 1.96 -14.26 -20.16
H 3.02 -14.63 -21.56
H 3.46 -13.63 -20.14
H 4.76 -17.14 -19.29
H 5.87 -14.69 -20.05
H 5.73 -15.71 -21.47
H 6.66 -16.31 -20.02
C 9.18 -10.86 -24.38
O 9.61 -10.31 -25.61
P 8.68 -9.40 -26.55
O 7.79 -8.38 -25.90
O 9.73 -8.72 -27.58
C 9.21 -7.94 -28.66
O 7.89 -10.44 -27.49
C 8.52 -11.46 -28.27
H 9.29 -11.93 -24.53
H 8.12 -10.75 -24.15
H 9.78 -10.46 -23.57
H 9.56 -6.90 -28.63
H 8.14 -7.95 -28.88
H 9.66 -8.46 -29.51
H 8.10 -12.36 -27.81
H 9.61 -11.56 -28.26
H 8.19 -11.40 -29.30
C 8.43 -19.21 -29.07
O 7.52 -19.32 -27.95
P 6.18 -18.42 -27.84
O 6.39 -16.96 -28.00
O 5.13 -19.04 -28.93
C 4.76 -20.43 -28.93
O 5.53 -18.89 -26.43
C 4.30 -18.38 -25.97
H 7.97 -19.30 -30.05
H 9.20 -19.99 -29.09
H 8.88 -18.22 -29.16
H 3.72 -20.54 -28.62
H 5.49 -21.10 -28.48
H 4.82 -20.75 -29.97
H 4.34 -18.03 -24.94
H 3.52 -19.13 -26.09
H 4.00 -17.51 -26.56
Cl 9.33 -20.21 -25.56
C 8.31 -21.64 -25.98
C 9.07 -22.90 -25.93
Cl 9.38 -23.38 -24.22
H 7.94 -21.46 -26.99
H 7.43 -21.67 -25.34
H 10.00 -22.95 -26.50
H 8.44 -23.67 -26.39

***

2.
10
Properties=species:S:1:pos:R:3 method="wB97M-V/def2-TZVPD" e_lumo_ev="-1.839 / -1.697" de_lowest_kj_mol=307.2 spin_multiplicity=1 homo_energy_ev="-8.9415 / -9.1358" gap_ha="0.2610 / 0.2734" energy_ha=-1439.53262
C 0.50 0.31 -0.29
N -0.67 -0.65 -0.68
O 2.36 0.63 1.34
O 0.22 1.56 2.06
S -0.83 -0.83 -2.43
S -1.61 -1.39 0.37
S 0.97 0.23 1.33
H 1.11 0.45 -1.09
H -1.41 -1.93 -2.30
H -0.65 1.62 1.69

***

3.
21
Properties=species:S:1:pos:R:3 method="wB97M-V/def2-TZVPD" e_lumo_ev="0.495 / 0.531" de_lowest_kj_mol=198.3 spin_multiplicity=1 homo_energy_ev="-7.5759 / -7.5290" gap_ha="0.2966 / 0.2962" energy_ha=-605.33514
C -2.78 -0.19 1.57
C 0.22 1.43 1.24
C 2.85 -0.81 -1.77
C -1.95 0.25 0.36
C -0.45 0.19 0.67
N 1.43 -1.10 -1.84
N 0.46 -0.13 -2.04
I 0.54 -1.64 1.24
H -3.02 -1.30 1.58
H -3.66 0.53 1.69
H -2.10 0.00 2.32
H 1.18 1.68 0.88
H 0.44 1.33 2.35
H -0.36 2.35 1.18
H 3.13 -0.42 -2.67
H 2.97 -0.23 -0.84
H 3.43 -1.76 -1.67
H -2.13 1.29 0.17
H -2.07 -0.24 -0.54
H 1.12 -1.94 -2.36
H 0.75 0.70 -1.52

***

4.
12
Properties=species:S:1:pos:R:3 method="wB97M-V/def2-TZVPD" e_lumo_ev="-0.343 / -0.516" de_lowest_kj_mol=802.1 spin_multiplicity=7 homo_energy_ev="-7.3023 / -5.3352" gap_ha="0.2558 / 0.1771" energy_ha=-1054.78219
C -0.74 -1.34 0.38
H -1.55 -1.63 1.08
H -1.59 -0.82 -0.09
H -0.11 -1.90 1.10
O 1.11 1.14 0.96
Tb -0.38 0.84 2.62
H 1.56 -0.02 0.47
O 0.33 -0.75 -0.35
C 0.35 0.94 -1.21
H 1.27 0.74 -1.78
H -0.57 0.75 -1.80
H 0.33 2.04 -1.38

***

5.
204
Properties=species:S:1:pos:R:3 method="wB97M-V/def2-TZVPD" e_lumo_ev=0.580 spin_multiplicity=1 homo_energy_ev=-8.3210 gap_ha=0.3271 energy_ha=-3830.93877
C 1.41 1.69 -5.43
O 2.59 0.95 -5.74
H 0.86 1.17 -4.64
H 1.73 2.63 -4.99
H 0.88 1.90 -6.36
H 3.32 1.55 -5.93
C 0.12 -3.15 -7.01
O -0.54 -3.11 -8.25
H 0.26 -4.20 -6.75
H 1.05 -2.58 -7.14
H -0.58 -2.65 -6.34
H -0.41 -3.96 -8.68
C 1.33 -4.99 2.47
O 2.03 -6.18 2.35
H 1.71 -4.22 3.15
H 1.35 -4.48 1.51
H 0.29 -5.12 2.78
H 1.73 -6.77 1.67
C -3.05 -0.34 -5.92
O -2.26 0.00 -4.76
H -3.76 -1.02 -5.43
H -3.55 0.44 -6.50
H -2.46 -0.96 -6.60
H -2.63 0.84 -4.48
C 2.70 -2.33 -3.79
O 2.92 -0.99 -3.49
H 1.91 -2.52 -4.52
H 3.65 -2.72 -4.16
H 2.34 -2.79 -2.88
H 3.11 -0.53 -4.32
O 0.79 -0.91 -1.69
H 1.24 -0.84 -0.84
H 1.50 -0.87 -2.33
O -0.89 -1.94 -3.44
H -1.31 -1.31 -4.02
H -0.47 -1.41 -2.76
C -5.05 -2.17 -1.08
O -4.71 -0.86 -0.44
C -3.51 -0.26 -0.86
C -3.44 1.12 -0.17
N -4.24 2.03 -0.96
C -4.28 3.28 -0.31
C -5.19 4.20 -1.13
O -6.46 3.57 -1.41
C -7.40 4.48 -1.92
H -5.13 -2.01 -2.16
H -6.02 -2.51 -0.75
H -4.24 -2.88 -0.90
H -3.54 -0.14 -1.94
H -2.69 -0.93 -0.61
H -2.40 1.45 -0.10
H -3.79 0.98 0.85
H -5.17 1.70 -1.15
H -3.29 3.72 -0.25
H -4.78 3.19 0.66
H -4.73 4.58 -2.04
H -5.37 5.15 -0.62
H -8.34 4.01 -2.20
H -6.96 4.99 -2.78
H -7.71 5.23 -1.19
C 10.15 -4.30 0.57
O 9.42 -3.31 -0.09
C 8.71 -2.43 0.76
C 8.10 -1.27 -0.11
N 7.12 -1.81 -1.09
C 6.40 -0.74 -1.78
C 7.25 -0.14 -2.89
O 7.71 -1.17 -3.81
C 9.00 -1.68 -3.73
H 10.65 -4.92 -0.17
H 9.50 -4.86 1.24
H 10.91 -3.78 1.16
H 9.32 -1.85 1.46
H 7.88 -2.91 1.28
H 8.87 -0.65 -0.58
H 7.63 -0.68 0.68
H 7.60 -2.39 -1.75
H 5.99 -0.01 -1.08
H 5.55 -1.20 -2.29
H 8.07 0.41 -2.44
H 6.54 0.52 -3.40
H 9.07 -2.36 -4.58
H 9.25 -2.25 -2.83
H 9.74 -0.90 -3.91
C -0.59 2.38 1.80
O -1.07 2.33 3.12
C -0.08 2.13 4.16
C -0.67 1.91 5.54
N -1.20 3.17 6.02
C -1.74 3.02 7.43
C -2.54 4.25 7.84
O -3.78 4.18 7.25
C -4.50 5.37 7.54
H -0.37 1.38 1.42
H 0.32 2.98 1.77
H -1.20 3.01 1.15
H 0.70 2.89 4.18
H 0.55 1.27 3.92
H 0.14 1.68 6.22
H -1.25 0.98 5.56
H -1.88 3.59 5.41
H -0.91 2.84 8.12
H -2.40 2.16 7.49
H -1.96 5.14 7.64
H -2.68 4.16 8.91
H -4.66 5.57 8.60
H -5.48 5.26 7.07
H -4.07 6.29 7.13
C 0.28 2.44 -2.23
O 0.48 3.60 -2.99
C -0.52 4.58 -2.73
C -0.27 5.27 -1.37
N -1.39 6.12 -0.92
C -1.71 7.20 -1.85
C -2.73 8.16 -1.28
O -2.39 8.58 0.05
C -3.42 9.32 0.73
H 0.38 2.67 -1.17
H 1.08 1.76 -2.54
H -0.69 1.99 -2.45
H -1.46 4.05 -2.84
H -0.48 5.29 -3.56
H 0.64 5.87 -1.43
H -0.18 4.54 -0.56
H -1.09 6.58 -0.07
H -1.98 6.71 -2.79
H -0.80 7.76 -2.09
H -3.72 7.71 -1.36
H -2.85 9.03 -1.92
H -3.25 9.24 1.80
H -4.41 8.87 0.60
H -3.40 10.37 0.47
C -2.23 -5.00 0.81
O -1.38 -5.52 -0.20
C -0.84 -4.39 -0.89
C -0.24 -4.89 -2.25
N 0.57 -6.09 -2.06
C 1.84 -5.81 -1.38
C 2.46 -7.13 -0.96
O 1.72 -7.76 0.11
C 2.41 -8.88 0.67
H -3.07 -4.50 0.33
H -1.67 -4.35 1.46
H -2.69 -5.72 1.49
H -0.11 -3.72 -0.44
H -1.67 -3.73 -1.14
H 0.24 -4.11 -2.84
H -1.04 -5.21 -2.92
H 0.00 -6.58 -1.39
H 1.66 -5.23 -0.47
H 2.54 -5.21 -1.96
H 3.45 -6.87 -0.57
H 2.60 -7.79 -1.82
H 3.40 -8.61 1.05
H 2.54 -9.58 -0.15
H 1.82 -9.28 1.49
C -8.71 -1.55 6.66
O -7.76 -1.81 5.67
C -7.05 -3.07 5.89
C -6.18 -3.30 4.60
N -5.08 -2.31 4.58
C -4.31 -2.43 3.35
C -2.86 -1.94 3.57
O -2.31 -1.75 2.24
C -0.88 -1.47 2.30
H -8.32 -1.22 7.62
H -9.31 -2.44 6.83
H -9.37 -0.75 6.32
H -7.77 -3.87 6.04
H -6.39 -3.03 6.76
H -6.79 -3.19 3.70
H -5.73 -4.29 4.54
H -5.52 -1.40 4.59
H -4.76 -1.74 2.64
H -4.26 -3.41 2.89
H -2.36 -2.83 3.96
H -2.80 -1.10 4.26
H -0.26 -2.35 2.50
H -0.58 -0.62 2.90
H -0.74 -1.10 1.28
C 3.10 -2.16 0.29
O 2.23 -1.05 0.54
C 2.74 -0.35 1.73
C 3.70 0.75 1.19
N 3.22 1.44 -0.04
C 4.19 2.40 -0.60
C 3.35 3.38 -1.38
O 4.23 4.30 -1.96
C 3.63 5.57 -2.37
H 3.12 -2.75 1.20
H 4.09 -1.74 0.08
H 2.60 -2.71 -0.51
H 3.16 -1.00 2.50
H 1.88 0.12 2.22
H 4.66 0.25 1.05
H 3.79 1.41 2.05
H 3.00 0.71 -0.70
H 4.94 1.85 -1.18
H 4.63 2.99 0.20
H 2.49 3.86 -0.91
H 2.86 2.87 -2.21
H 2.68 5.32 -2.84
H 4.24 6.04 -3.14
H 3.55 6.26 -1.53

***

6.
13
Properties=species:S:1:pos:R:3 method="wB97M-V/def2-TZVPD" e_lumo_ev=-0.045 de_lowest_kj_mol=256.7 spin_multiplicity=1 smiles="C=C1OCSN1C=S" homo_energy_ev=-8.5211 gap_ha=0.3115 energy_ha=-1081.69548
C -0.92 1.65 -0.23
C -0.11 0.63 -0.34
O 1.27 0.86 -0.20
C 2.02 -0.23 0.40
S 1.26 -1.69 -0.31
N -0.24 -0.69 -0.38
C -1.49 -1.31 -0.05
S -3.00 -0.73 0.02
H -0.39 2.64 0.01
H -1.95 1.64 -0.56
H 1.80 -0.18 1.42
H 3.11 -0.15 0.22
H -1.37 -2.44 0.00

***

7.
11
Properties=species:S:1:pos:R:3 method="wB97M-V/def2-TZVPD" e_lumo_ev=0.229 de_lowest_kj_mol=168.6 spin_multiplicity=1 smiles="C=CO.SS" homo_energy_ev=-8.4846 gap_ha=0.3202 energy_ha=-951.32784
C -1.21 -1.24 0.44
C -1.42 -0.08 -0.28
O -1.59 1.21 0.27
H -1.05 -2.15 -0.16
H -1.00 -1.42 1.44
H -1.58 0.00 -1.33
H -1.15 1.33 1.18
S 1.48 1.44 -0.35
S 3.44 0.87 0.06
H 0.66 0.60 -0.99
H 3.41 -0.55 -0.27

***

8.
21
Properties=species:S:1:pos:R:3 method="wB97M-V/def2-TZVPD" e_lumo_ev=1.137 de_lowest_kj_mol=199.7 spin_multiplicity=1 homo_energy_ev=-8.0526 gap_ha=0.3377 energy_ha=-341.61655
H -0.91 -1.16 -1.49
N -0.08 -0.59 -1.66
C 0.95 -1.00 -0.97
C 1.11 -2.40 -0.46
H 1.89 -0.50 -1.21
H 1.76 -2.40 0.42
H 0.15 -2.83 -0.18
H 1.58 -3.02 -1.23
C -1.75 2.17 -0.08
N -0.39 1.88 -0.52
H -1.75 2.96 0.67
H -2.15 1.26 0.38
H -2.42 2.47 -0.90
H -0.38 1.05 -1.21
H 0.04 2.69 -0.96
N 0.85 0.06 0.98
N -0.17 -0.58 1.76
H 1.68 0.29 1.54
H 0.35 0.99 0.42
H 0.21 -1.39 2.23
H -0.55 0.06 2.46

***

| no. | F_max (eV Å⁻¹) |
| --- | --- |
| 1 | 3.396 |
| 2 | 7.296 |
| 3 | 3.612 |
| 4 | 5.361 |
| 5 | 2.820 |
| 6 | 5.446 |
| 7 | 4.905 |
| 8 | 2.518 |